Entry from the Open Molecules 2025 dataset: an isolated molecule of C7H8N4O2 in a non-equilibrium geometry (the ωB97M-V functional and the def2-TZVPD basis).

```
! wB97M-V def2-TZVPD RIJCOSX def2/J DEFGRID3
* xyz 0 1
O 0.9115 2.4287 -0.2962
C 1.3435 1.2909 -0.1337
N 2.6868 1.0755 0.3064
C 3.0982 -0.1709 0.4728
N 2.3213 -1.2918 0.2967
C 1.0607 -1.1772 -0.1656
N 0.1111 -2.1328 -0.2832
C -0.9939 -1.4470 -0.4884
N -0.9026 -0.1242 -0.4267
C -1.9416 0.8415 -0.6024
C -2.9120 0.7866 0.6581
O -3.5476 -0.4594 0.6729
C 0.5078 0.1139 -0.2444
H 4.1297 -0.3265 0.8413
H 2.8172 -2.1829 0.3827
H -1.9606 -1.9933 -0.6462
H -2.5313 0.6154 -1.5629
H -1.5330 1.8190 -0.6481
H -2.2577 0.9367 1.4817
H -3.6124 1.6643 0.5602
H -4.4554 -0.4005 0.3470
*
```

LUMO energy = 0.57 eV
ΔE to the lowest compared entry with this formula, charge and spin = 64.1 kJ/mol
SMILES = O=c1nc[nH]c2ncn(CCO)c12
HOMO-LUMO gap = 9.17 eV
DFT total energy = -641.05018 hartree

---

Entry from the Open Molecules 2025 dataset: a cluster of 2 separate species, C26H27N2S in total in a non-equilibrium geometry (the ωB97M-V functional and the def2-TZVPD basis).

```
! wB97M-V def2-TZVPD RIJCOSX def2/J DEFGRID3
* xyz 1 1
C 1.5736 -5.2754 1.0040
N 1.1018 -3.9824 1.4859
C 1.9516 -3.2699 2.4407
C -0.0990 -3.5226 1.1230
C -0.6295 -2.3243 1.5986
C -1.9995 -2.0202 1.5721
C -2.5056 -1.1075 2.5993
C -3.7249 -1.3706 3.2527
C -4.2268 -0.4761 4.1889
C -3.5277 0.7070 4.4832
C -2.2927 0.9522 3.8672
C -1.7770 0.0502 2.9365
H 2.5587 -5.4623 1.4435
H 0.8756 -6.0630 1.3211
H 1.6449 -5.2975 -0.0948
H 2.8799 -3.8386 2.5315
H 2.1723 -2.2439 2.1052
H 1.4578 -3.2209 3.4243
H -0.6731 -4.1472 0.4236
H 0.0776 -1.6394 2.0897
H -2.6887 -2.8067 1.2351
H -4.2776 -2.2727 2.9800
H -5.1901 -0.6789 4.6594
H -3.9427 1.4271 5.1894
H -1.7451 1.8775 4.0818
H -0.8347 0.2679 2.4190
C -0.8952 -0.7121 -2.5591
N -1.4209 -2.0512 -2.2673
C -1.1356 -3.1637 -3.0604
C -1.8649 -4.2830 -2.6610
C -1.6789 -5.5173 -3.2807
C -0.7215 -5.6228 -4.2975
C 0.0151 -4.4980 -4.6998
C -0.1951 -3.2530 -4.0917
S -2.9036 -3.9346 -1.2641
C -2.3606 -2.2694 -1.2955
C -2.7634 -1.2993 -0.3621
C -4.1818 -0.9939 -0.2152
C -5.1860 -1.7382 -0.8656
C -6.5105 -1.6527 -0.4364
C -6.8657 -0.7660 0.5929
C -5.9014 0.1052 1.1209
C -4.5906 0.0499 0.6535
H -1.6166 0.0250 -2.1979
H 0.0791 -0.5321 -2.0838
H -0.7612 -0.5984 -3.6436
H -2.2717 -6.3639 -2.9462
H -0.5382 -6.5880 -4.7691
H 0.7654 -4.6020 -5.4866
H 0.3617 -2.3688 -4.3881
H -2.0408 -0.5403 -0.0653
H -4.9240 -2.4398 -1.6664
H -7.2611 -2.3070 -0.8883
H -7.8965 -0.7321 0.9647
H -6.1755 0.7749 1.9405
H -3.8506 0.7504 1.0493
*
```

LUMO energy = -3.74 eV
HOMO-LUMO gap = 5.93 eV
DFT total energy = -1514.36392 hartree

---

Entry from the Open Molecules 2025 dataset: a structure of composition C20H20AsF2NO7ReSSi in a non-equilibrium geometry (the ωB97M-V functional and the def2-TZVPD basis).

```
! wB97M-V def2-TZVPD RIJCOSX def2/J DEFGRID3
* xyz 0 2
Re 0.1430 0.2636 -0.2918
F 5.4975 -0.7895 -0.6046
C 4.5253 0.1307 -0.5507
C 3.2062 -0.2767 -0.5635
C 2.1906 0.6711 -0.5052
C 2.5291 2.0421 -0.4381
C 3.8727 2.3973 -0.4225
F 4.2437 3.6902 -0.3422
C 4.8857 1.4630 -0.4797
C 1.3912 2.9620 -0.3869
C 1.4522 4.3505 -0.4062
C 0.2813 5.0908 -0.4108
C -0.9423 4.4382 -0.3953
C -0.9478 3.0607 -0.3631
N 0.1830 2.3386 -0.3510
H 2.9700 -1.3327 -0.6021
H 5.9230 1.7657 -0.4665
H 2.4077 4.8463 -0.4278
H 0.3284 6.1714 -0.4339
H -1.8771 4.9782 -0.4129
H -1.8777 2.5056 -0.3412
O -0.7540 0.1824 -2.3217
As -2.5200 -0.0502 -1.6161
O -3.4431 1.1482 -2.1642
O -2.0161 0.0806 -0.0329
C -3.1864 -1.7913 -2.1006
C -4.2051 -1.8599 -3.0408
C -4.8301 -3.0696 -3.2856
C -4.4520 -4.1959 -2.5637
C -3.4269 -4.1304 -1.6355
C -2.7726 -2.9260 -1.4069
S -0.1380 -2.9440 -1.1734
O -0.3001 -2.5685 -2.5837
O -1.7327 -2.8633 -0.5208
O 0.4878 -1.7894 -0.4007
H -0.5250 -0.7050 -2.6996
H -4.5057 -0.9510 -3.5476
H -5.6169 -3.1393 -4.0241
H -4.9570 -5.1394 -2.7249
H -3.1156 -5.0074 -1.0825
C 0.8958 -2.3278 2.7991
Si 0.7348 -0.4617 3.0138
C 2.3541 0.2697 3.6617
C -0.6913 -0.0539 4.1773
O 0.4592 0.2870 1.5952
H 1.1144 -2.8026 3.7576
H 1.6958 -2.5744 2.0987
H -0.0337 -2.7490 2.4101
H 2.6596 -0.2007 4.5988
H 2.2371 1.3407 3.8396
H 3.1534 0.1327 2.9295
H -0.5406 -0.5117 5.1571
H -1.6346 -0.4208 3.7681
H -0.7803 1.0253 4.3151
*
```

LUMO energy (spin up / spin down) = -1.79 / -1.44 eV
ΔE to the lowest compared entry with this formula, charge and spin = 110.3 kJ/mol
HOMO-LUMO gap (spin up / spin down) = 6.81 / 6.87 eV
expectation value of S² = 0.756
DFT total energy = -4557.12540 hartree

---

Entry from the Open Molecules 2025 dataset: a cluster of 7 separate species, C39H89N3O7 in total in a non-equilibrium geometry (the ωB97M-V functional and the def2-TZVPD basis).

```
! wB97M-V def2-TZVPD RIJCOSX def2/J DEFGRID3
* xyz 0 1
C 15.3627 26.5093 -10.9168
C 15.7870 25.0326 -10.8329
C 15.1939 24.2419 -11.9742
C 17.3066 25.0735 -11.0327
C 18.0268 23.9028 -10.4666
C 17.6066 23.5478 -9.0203
C 16.0444 23.3274 -8.7754
C 15.6852 21.9037 -9.3135
C 15.8232 23.3508 -7.2660
N 15.3851 24.5110 -9.4676
O 14.0553 24.6013 -9.1134
H 14.2728 26.4934 -10.9110
H 15.7392 27.0272 -10.0347
H 15.8583 27.0260 -11.7387
H 15.5901 23.2393 -11.8133
H 14.1112 24.2006 -12.0929
H 15.4402 24.6307 -12.9623
H 17.5536 24.9990 -12.0917
H 17.7655 25.9643 -10.6038
H 17.9375 22.9491 -10.9869
H 19.0824 24.1742 -10.4572
H 17.8737 24.2873 -8.2652
H 18.0527 22.5609 -8.8971
H 16.0151 21.7416 -10.3397
H 14.6183 21.6818 -9.3362
H 16.1954 21.1273 -8.7433
H 14.8382 22.9663 -7.0017
H 15.9950 24.3005 -6.7593
H 16.5379 22.6885 -6.7776
H 14.1716 25.0661 -8.2815
C 10.5570 39.2520 1.4206
C 10.2780 37.8626 2.0892
C 9.5544 36.9596 1.0709
C 11.6525 37.1988 2.3325
C 12.3523 37.7572 3.6063
C 11.4192 37.6035 4.8385
C 10.0189 38.3245 4.6359
C 9.0238 37.6918 5.6280
C 10.1918 39.8552 4.8578
N 9.4614 38.0360 3.3346
O 8.0599 38.4938 3.0402
H 11.0137 39.9464 2.1258
H 11.1495 39.1049 0.5176
H 9.6563 39.8136 1.1725
H 9.2500 37.4584 0.1507
H 10.0095 36.0975 0.5831
H 8.6092 36.5403 1.4159
H 11.6049 36.1138 2.4260
H 12.2439 37.3828 1.4356
H 13.2395 37.1501 3.7860
H 12.6800 38.7944 3.5369
H 12.0441 38.1027 5.5790
H 11.1993 36.5941 5.1861
H 8.6107 36.7889 5.1783
H 8.2056 38.2573 6.0739
H 9.5077 37.3249 6.5331
H 9.2443 40.3291 4.6012
H 10.9575 40.1892 4.1576
H 10.4600 40.1701 5.8662
H 7.4876 37.7269 3.1176
C 24.0551 31.0731 -4.0856
C 23.3532 29.7281 -4.5139
C 24.3895 28.6134 -4.4367
C 22.2765 29.3040 -3.4428
C 21.1005 30.2974 -3.6232
C 20.5300 30.2683 -5.0495
C 21.5516 30.6672 -6.2281
C 20.8713 30.2392 -7.5109
C 21.7205 32.2240 -6.2318
N 22.7744 29.8816 -5.9116
O 23.7145 30.1809 -6.9029
H 24.8603 31.3113 -4.7806
H 23.5979 32.0625 -4.0732
H 24.6155 30.9647 -3.1569
H 24.6699 28.3254 -3.4235
H 23.9899 27.7860 -5.0230
H 25.3246 28.8643 -4.9374
H 22.0414 28.2550 -3.6236
H 22.7230 29.3478 -2.4494
H 20.2558 30.0217 -2.9919
H 21.3461 31.2943 -3.2574
H 19.6806 30.9509 -5.0255
H 20.1175 29.2643 -5.1496
H 21.4265 30.7809 -8.2767
H 19.7982 30.4230 -7.5629
H 21.0108 29.2003 -7.8102
H 21.5882 32.5118 -5.1889
H 20.8161 32.5759 -6.7280
H 22.7086 32.5787 -6.5249
H 23.5120 29.5397 -7.5881
C 8.3664 26.3415 -4.9988
C 9.1563 27.5708 -5.5506
C 8.8943 27.9475 -6.9975
O 8.8100 28.7285 -4.8070
H 8.4482 26.2648 -3.9146
H 8.8214 25.4513 -5.4331
H 7.3108 26.4957 -5.2225
H 10.1900 27.2667 -5.3859
H 7.9566 28.4723 -7.1799
H 8.9460 27.0490 -7.6125
H 9.7500 28.5581 -7.2854
H 9.3086 28.5055 -4.0175
C 13.8094 29.5594 -1.8055
C 12.8389 29.4165 -0.6341
C 12.4760 30.7978 -0.1201
O 11.6051 28.9050 -0.9705
H 13.3421 30.0403 -2.6649
H 14.2352 28.5801 -2.0240
H 14.6459 30.1474 -1.4279
H 13.3347 28.7847 0.1029
H 11.6946 30.8466 0.6383
H 12.1906 31.4283 -0.9622
H 13.3504 31.3560 0.2142
H 11.0718 29.0947 -0.1952
C 7.0535 30.4641 4.0691
C 6.6846 29.6965 2.8258
C 6.4890 30.7551 1.7362
O 7.6870 28.7564 2.6032
H 8.1248 30.6650 4.0789
H 6.8187 29.9070 4.9761
H 6.4427 31.3661 4.1066
H 5.7538 29.1373 2.9211
H 6.3363 30.2607 0.7769
H 7.3139 31.4659 1.6865
H 5.5027 31.1960 1.8808
H 7.3663 27.8957 2.8821
C 12.9678 24.4831 2.6914
C 13.5375 23.3998 1.7454
C 13.8538 23.7836 0.2534
O 14.7182 23.0009 2.3863
H 12.2429 25.1002 2.1605
H 13.6725 25.1900 3.1293
H 12.5042 24.0193 3.5621
H 12.8093 22.5894 1.7121
H 14.4416 24.6988 0.1824
H 12.9068 24.1818 -0.1109
H 14.1600 22.9182 -0.3343
H 15.2351 23.7769 2.6146
*
```

LUMO energy = 0.29 eV
ΔE to the lowest compared entry with this formula, charge and spin = 463.0 kJ/mol
SMILES = CC1(C)CCCC(C)(C)N1O.CC1(C)CCCC(C)(C)N1O.CC1(C)CCCC(C)(C)N1O.CC(C)O.CC(C)O.CC(C)O.CC(C)O
HOMO-LUMO gap = 8.31 eV
DFT total energy = -2229.97893 hartree

---

Entry from the Open Molecules 2025 dataset: a cluster of 2 separate species, C3H9N2 in total in a non-equilibrium geometry (the ωB97M-V functional and the def2-TZVPD basis).

```
! wB97M-V def2-TZVPD RIJCOSX def2/J DEFGRID3
* xyz 1 1
C -0.2148 -0.4379 0.9372
C -0.1018 0.8929 -1.6415
C 0.2044 -0.4740 -1.2124
N -0.0382 -1.4421 1.8049
N -0.0809 0.8098 1.3312
H 0.4604 1.2110 -2.6160
H 0.1706 1.7135 -0.9688
H -1.1403 1.1000 -2.0442
H -0.2145 -1.3547 -1.6112
H 1.1965 -0.7554 -1.1221
H 0.1392 -2.4439 1.6174
H -0.0290 -1.2486 2.7476
H -0.2346 1.4111 0.5255
H -0.1168 1.0183 2.2523
*
```

LUMO energy = -4.22 eV
ΔE to the lowest compared entry with this formula, charge and spin = 275.0 kJ/mol
HOMO-LUMO gap = 11.24 eV
DFT total energy = -228.88208 hartree

---

Entry from the Open Molecules 2025 dataset: a cluster of 2 separate species, C4H10OS in total in a non-equilibrium geometry (the ωB97M-V functional and the def2-TZVPD basis).

```
! wB97M-V def2-TZVPD RIJCOSX def2/J DEFGRID3
* xyz 0 1
C -0.5858 -1.3676 -0.3348
C -1.5589 -1.7141 0.7901
C -0.8996 -1.3614 2.2064
S 0.3247 -0.0461 1.7521
C 0.0000 0.0000 0.0000
H -1.0806 -1.4363 -1.3226
H 0.2908 -2.0435 -0.3498
H -1.7969 -2.7906 0.6899
H -2.4790 -1.1432 0.5603
H -0.4608 -2.2875 2.6250
H -1.5909 -0.9443 2.9637
H -0.7683 0.7407 -0.2943
H 0.9085 0.2010 -0.5998
O -4.0183 -4.7911 1.6853
H -3.4319 -5.4857 1.3086
H -3.4868 -4.3812 2.4048
*
```

LUMO energy = 0.66 eV
ΔE to the lowest compared entry with this formula, charge and spin = 17.0 kJ/mol
SMILES = C1CCSC1.O
HOMO-LUMO gap = 9.16 eV
DFT total energy = -631.81819 hartree

---

Entry from the Open Molecules 2025 dataset: a structure of composition C50H41F3N4OP2SbSeZn (the ωB97M-V functional and the def2-TZVPD basis).

```
! wB97M-V def2-TZVPD RIJCOSX def2/J DEFGRID3
* xyz -1 1
Zn 0.2263 0.0370 0.0931
C -0.9952 1.2200 4.2832
C -0.3830 2.2637 3.3330
P -1.5819 2.7051 1.9991
C -2.7445 3.7293 2.9803
C -2.4633 5.0209 3.4223
C -3.3806 5.7170 4.1930
C -4.5915 5.1284 4.5375
C -4.8844 3.8459 4.0993
C -3.9681 3.1547 3.3170
C -0.6712 3.9787 1.0540
C 0.6399 4.3660 1.3173
C 1.2980 5.2594 0.4788
C 0.6501 5.7791 -0.6299
C -0.6590 5.3992 -0.9030
C -1.3079 4.5042 -0.0728
C -0.5456 -0.2154 3.9861
P -0.9051 -0.8028 2.2785
C -0.5352 -2.5879 2.4466
C 0.6801 -3.0735 1.9682
C 0.9963 -4.4187 2.0966
C 0.0993 -5.2927 2.6915
C -1.1163 -4.8184 3.1641
C -1.4302 -3.4739 3.0423
C -2.7273 -0.7703 2.1637
C -3.5841 -0.7866 3.2624
C -4.9596 -0.7670 3.0851
C -5.4967 -0.7482 1.8051
C -4.6553 -0.7378 0.7022
C -3.2816 -0.7323 0.8860
H -2.0874 1.2644 4.2430
H -0.7304 1.4703 5.3131
H 0.5000 1.8440 2.8446
H -0.0606 3.1525 3.8823
H -1.5233 5.4870 3.1499
H -3.1529 6.7225 4.5248
H -5.3080 5.6744 5.1382
H -5.8308 3.3857 4.3537
H -4.2060 2.1604 2.9516
H 1.1678 3.9679 2.1756
H 2.3223 5.5392 0.6919
H 1.1667 6.4643 -1.2901
H -1.1638 5.7742 -1.7840
H -2.3088 4.1717 -0.3274
H -1.0107 -0.9203 4.6821
H 0.5352 -0.3157 4.0988
H 1.3866 -2.3975 1.5058
H 1.9437 -4.7816 1.7206
H 0.3420 -6.3442 2.7779
H -1.8275 -5.4970 3.6181
H -2.3919 -3.1212 3.3926
H -3.1843 -0.8083 4.2697
H -5.6128 -0.7743 3.9493
H -6.5703 -0.7443 1.6671
H -5.0577 -0.7368 -0.3013
H -2.6378 -0.6833 0.0163
C 3.1787 1.2719 0.6419
C 2.0237 0.3773 1.0778
O 2.1378 -0.1495 2.1804
H 4.1305 0.8428 0.9647
H 3.0527 2.2289 1.1598
H 3.1856 1.4848 -0.4261
F 6.9567 0.9351 -6.4174
C 5.9365 0.5932 -5.5943
C 4.7561 1.3055 -5.6675
C 3.7204 0.9461 -4.8177
C 3.8488 -0.1121 -3.9179
C 5.0576 -0.7986 -3.8797
C 6.1131 -0.4536 -4.7163
Sb 2.1601 -0.5138 -2.6374
C 2.8904 -2.3470 -1.8126
C 3.9452 -2.3357 -0.9035
C 4.3567 -3.4942 -0.2563
C 3.6833 -4.6649 -0.5315
F 4.0666 -5.8009 0.1005
C 2.6206 -4.7210 -1.4102
C 2.2292 -3.5519 -2.0453
C 0.9656 -1.3454 -4.1910
C 1.4855 -2.1972 -5.1629
C 0.6815 -2.6968 -6.1763
C -0.6484 -2.3213 -6.2006
F -1.4326 -2.8003 -7.1936
C -1.2022 -1.4780 -5.2617
C -0.3799 -0.9915 -4.2535
H 4.6598 2.1179 -6.3747
H 2.7908 1.5032 -4.8746
H 5.1871 -1.6349 -3.2024
H 7.0537 -0.9873 -4.6982
H 4.4587 -1.4091 -0.6724
H 5.1696 -3.4930 0.4568
H 2.1048 -5.6570 -1.5755
H 1.3839 -3.5863 -2.7210
H 2.5336 -2.4752 -5.1370
H 1.0661 -3.3601 -6.9387
H -2.2480 -1.2099 -5.3157
H -0.8115 -0.3281 -3.5124
Se -2.8162 2.1809 -3.0157
C -1.6600 1.6105 -1.7815
N -0.8951 1.2466 -0.9826
N -0.1100 -1.7108 -0.8992
C -0.9429 -2.5132 -1.1037
N -1.7101 -3.4882 -1.3511
C -3.0069 -3.4133 -1.5543
N -4.1489 -3.4419 -1.7432
*
```

LUMO energy = 2.27 eV
ΔE to the lowest compared entry with this formula, charge and spin = 0.0 kJ/mol
HOMO-LUMO gap = 7.71 eV
DFT total energy = -7627.62298 hartree

---

It is found that the molar mass values, taken in the order of the records, are 180.2 399.6 745.7 712.2 73.1 106.2 1099.0 g mol⁻¹.